No. 1
# C3H9NS

2 unconnected molecules or ions with the total composition C3H9NS in a non-equilibrium geometry (ωB97M-V/def2-TZVPD, OMol25).

Each atom is followed by the atoms it is bonded to, with distances in Å.
Cartesian coordinates (Å):
1 C 1.345 0.618 -1.533  S2 1.801, H3 1.118, H4 1.057, H5 1.021
2 S 2.204 1.206 -0.062  C1 1.801, H12 1.300
3 H 0.243 0.446 -1.462  C1 1.118
4 H 1.633 1.248 -2.331  C1 1.057
5 H 1.668 -0.289 -1.873  C1 1.021
6 C -1.245 -1.003 1.000  C7 1.379, N8 1.461, H9 1.111
7 C -1.863 -0.034 0.239  C6 1.379, H10 1.089, H11 1.092
8 N 0.009 -0.833 1.729  C6 1.461, H13 0.997, H14 0.981
9 H -1.715 -2.009 1.056  C6 1.111
10 H -2.790 -0.422 -0.182  C7 1.089
11 H -1.653 1.028 0.092  C7 1.092
12 H 1.114 1.786 0.347  S2 1.300
13 H 0.522 -0.080 1.324  N8 0.997
14 H 0.528 -1.662 1.656  N8 0.981

Output
SMILES: C=CN.CS
electronic energy: -572.58511 a.u.
E_LUMO: 0.892 eV
F_max: 3.4 eV/A
ΔE to the lowest compared entry with this formula, charge and spin: 34.5 kcal/mol

No. 2
# C3H9NS

2 unconnected molecules or ions with the total composition C3H9NS in a non-equilibrium geometry (ωB97M-V/def2-TZVPD, OMol25).

Each atom is followed by the atoms it is bonded to, with distances in Å.
Cartesian coordinates (Å):
1 C -5.475 0.529 -0.933  N2 1.271, H3 1.092, H4 1.095
2 N -4.667 -0.447 -1.042  C1 1.271, H6 1.027
3 H -6.047 0.784 -0.038  C1 1.092
4 H -5.411 1.267 -1.739  C1 1.095
5 H 0.836 1.078 -0.654  S9 1.351
6 H -4.930 -1.119 -0.312  N2 1.027
7 C 3.880 -0.282 1.006  C8 1.485, H10 1.097, H11 1.089, H12 1.098
8 C 2.698 -0.386 0.112  C7 1.485, S9 1.871, H13 1.086, H14 1.094
9 S 1.453 0.943 0.540  H5 1.351, C8 1.871
10 H 4.450 0.649 0.895  C7 1.097
11 H 3.677 -0.389 2.070  C7 1.089
12 H 4.674 -1.006 0.777  C7 1.098
13 H 2.719 -0.307 -0.971  C8 1.086
14 H 2.142 -1.312 0.288  C8 1.094

Output
SMILES: C=N.CCS
electronic energy: -572.58494 a.u.
E_LUMO: 0.971 eV
F_max: 2.6 eV/A
ΔE to the lowest compared entry with this formula, charge and spin: 34.6 kcal/mol

No. 3
# C3H9NS

2 unconnected molecules or ions with the total composition C3H9NS in a non-equilibrium geometry (ωB97M-V/def2-TZVPD, OMol25).

Each atom is followed by the atoms it is bonded to, with distances in Å.
Cartesian coordinates (Å):
1 C 2.018 0.779 4.382  N2 1.285, H3 1.120, H4 1.102
2 N 2.708 -0.305 4.417  C1 1.285, H5 1.027
3 H 1.233 1.062 5.128  C1 1.120
4 H 2.183 1.395 3.483  C1 1.102
5 H 3.125 -0.352 3.480  N2 1.027
6 C -0.439 0.606 -0.993  S7 1.764, H9 1.114, H10 1.081, H11 1.112
7 S -1.578 0.245 -2.292  C6 1.764, C8 1.865
8 C -1.021 -1.493 -2.673  S7 1.865, H12 1.099, H13 1.084, H14 1.133
9 H -0.345 1.716 -0.985  C6 1.114
10 H 0.559 0.191 -1.022  C6 1.081
11 H -0.754 0.282 0.024  C6 1.112
12 H -0.979 -1.633 -3.762  C8 1.099
13 H -0.152 -1.728 -2.069  C8 1.084
14 H -1.944 -1.989 -2.240  C8 1.133

Output
net charge: +1
electronic energy: -572.25669 a.u.
2S+1: 2
E_LUMO (alpha / beta): -4.010 / -8.689 eV
F_max: 2.4 eV/A
ΔE to the lowest compared entry with this formula, charge and spin: 39.6 kcal/mol

- Among the records above, which one has the highest ΔE to the lowest compared entry with this formula, charge and spin?
  number 3

Please write out number 1 again, unchanged.
# C3H9NS

2 unconnected molecules or ions with the total composition C3H9NS in a non-equilibrium geometry (ωB97M-V/def2-TZVPD, OMol25).

Each atom is followed by the atoms it is bonded to, with distances in Å.
Cartesian coordinates (Å):
1 C 1.345 0.618 -1.533  S2 1.801, H3 1.118, H4 1.057, H5 1.021
2 S 2.204 1.206 -0.062  C1 1.801, H12 1.300
3 H 0.243 0.446 -1.462  C1 1.118
4 H 1.633 1.248 -2.331  C1 1.057
5 H 1.668 -0.289 -1.873  C1 1.021
6 C -1.245 -1.003 1.000  C7 1.379, N8 1.461, H9 1.111
7 C -1.863 -0.034 0.239  C6 1.379, H10 1.089, H11 1.092
8 N 0.009 -0.833 1.729  C6 1.461, H13 0.997, H14 0.981
9 H -1.715 -2.009 1.056  C6 1.111
10 H -2.790 -0.422 -0.182  C7 1.089
11 H -1.653 1.028 0.092  C7 1.092
12 H 1.114 1.786 0.347  S2 1.300
13 H 0.522 -0.080 1.324  N8 0.997
14 H 0.528 -1.662 1.656  N8 0.981

Output
SMILES: C=CN.CS
electronic energy: -572.58511 a.u.
E_LUMO: 0.892 eV
F_max: 3.4 eV/A
ΔE to the lowest compared entry with this formula, charge and spin: 34.5 kcal/mol

- F_max of number 1 (C3H9NS)?
  3.4 eV/A

- Which of these has the highest electronic energy?
  number 3